{
  "formula": "ClCuZn",
  "method": "ωB97M-V with the def2-TZVPD basis set",
  "de_lowest_ev": 0.307,
  "lumo_ev": [-18.17, -21.20],
  "charge": 3,
  "e_tot_ha": -3878.4335,
  "spin_multiplicity": 2,
  "elements": ["Cu", "Zn", "Cl"],
  "xyz": [[1.641, 0.870, -1.508], [-0.951, -0.406, 1.895], [-0.690, -0.464, -0.387]]
}

=====

{
  "formula": "C34H27N2O2Ru",
  "method": "ωB97M-V with the def2-TZVPD basis set",
  "de_lowest_ev": 0.342,
  "lumo_ev": [-2.97, -7.84],
  "charge": 1,
  "e_tot_ha": -1666.3563,
  "spin_multiplicity": 5,
  "elements": ["Ru", "O", "C", "C", "C", "C", "C", "C", "C", "C", "C", "O", "C", "C", "C", "C", "C", "C", "C", "C", "C", "C", "C", "C", "N", "C", "C", "C", "C", "C", "C", "C", "C", "C", "C", "C", "C", "H", "H", "H", "H", "H", "H", "H", "H", "H", "H", "H", "H", "H", "H", "H", "H", "H", "H", "H", "H", "H", "H", "H", "H", "H", "H", "H", "N", "C"],
  "xyz": [[0.539, 0.822, 0.797], [0.421, -0.235, 2.364], [-0.171, -1.487, 2.540], [-1.643, -1.428, 2.082], [-1.909, -1.071, 0.639], [-2.525, -1.964, -0.221], [-2.819, -1.566, -1.517], [-2.538, -0.270, -1.905], [-1.934, 0.589, -0.998], [-1.697, 2.040, -1.310], [-0.244, 2.419, -1.638], [0.575, 2.156, -0.512], [-0.104, 3.916, -1.947], [1.185, 4.434, -2.026], [1.393, 5.770, -2.321], [0.310, 6.610, -2.549], [-0.974, 6.102, -2.474], [-1.182, 4.758, -2.177], [0.272, 1.681, -2.880], [-0.511, 1.615, -4.025], [-0.045, 0.975, -5.162], [1.222, 0.407, -5.172], [2.020, 0.502, -4.050], [1.550, 1.147, -2.911], [-1.604, 0.171, 0.233], [0.695, -2.530, 1.891], [0.189, -3.668, 1.225], [1.052, -4.562, 0.668], [2.455, -4.373, 0.783], [2.975, -3.283, 1.474], [2.117, -2.372, 2.027], [-0.081, -1.893, 4.012], [-0.681, -3.080, 4.453], [-0.582, -3.461, 5.778], [0.129, -2.673, 6.674], [0.741, -1.502, 6.238], [0.648, -1.116, 4.913], [-2.101, -0.667, 2.716], [-2.149, -2.367, 2.306], [-2.792, -2.954, 0.123], [-3.288, -2.254, -2.207], [-2.794, 0.083, -2.894], [-1.993, 2.629, -0.438], [-2.348, 2.325, -2.131], [2.032, 3.786, -1.839], [2.402, 6.157, -2.374], [0.468, 7.654, -2.783], [-1.825, 6.749, -2.641], [-2.199, 4.396, -2.121], [-1.487, 2.085, -4.045], [-0.666, 0.925, -6.047], [1.584, -0.093, -6.060], [3.011, 0.068, -4.050], [2.177, 1.223, -2.035], [-0.875, -3.818, 1.133], [0.673, -5.418, 0.127], [3.124, -5.093, 0.331], [4.044, -3.153, 1.564], [2.489, -1.510, 2.563], [-1.223, -3.713, 3.761], [-1.055, -4.374, 6.113], [0.208, -2.971, 7.710], [1.292, -0.888, 6.936], [1.116, -0.204, 4.572], [1.633, -1.530, -0.977], [1.295, -0.652, -0.305]]
}

=====

{
  "formula": "C3H7N3O",
  "method": "ωB97M-V with the def2-TZVPD basis set",
  "de_lowest_ev": 7.944,
  "lumo_ev": 0.21,
  "charge": 0,
  "e_tot_ha": -357.7579,
  "spin_multiplicity": 1,
  "elements": ["C", "C", "C", "N", "N", "N", "O", "H", "H", "H", "H", "H", "H", "H"],
  "xyz": [[0.733, 1.051, -0.842], [0.163, 0.628, 0.388], [-1.950, -1.900, -0.122], [1.876, 1.479, -1.099], [-0.483, 0.699, 1.436], [-0.479, -0.607, 0.712], [-1.587, -0.639, -0.171], [-0.059, 1.226, -1.628], [2.661, 1.659, 1.745], [-2.855, -1.972, -0.738], [-2.229, -2.353, 0.932], [-1.123, -2.488, -0.522], [1.867, 1.745, -2.008], [3.466, 1.471, 1.917]]
}

=====

{
  "formula": "C3H4N6",
  "method": "ωB97M-V with the def2-TZVPD basis set",
  "de_lowest_ev": 6.339,
  "lumo_ev": [0.53, 0.53],
  "charge": 0,
  "e_tot_ha": -444.9772,
  "spin_multiplicity": 1,
  "elements": ["C", "C", "C", "N", "N", "N", "N", "N", "N", "H", "H", "H", "H"],
  "xyz": [[1.228, -0.599, 1.281], [0.581, -1.379, 0.361], [0.798, 0.737, 1.089], [-0.119, -0.531, -0.439], [-0.967, -0.948, -1.425], [-2.426, -0.667, -1.125], [0.119, 0.752, -0.073], [-1.903, 0.014, -1.977], [-0.374, 1.581, -0.932], [1.913, -0.753, 2.086], [0.638, -2.360, 0.015], [0.960, 1.630, 1.752], [-0.449, 2.522, -0.613]]
}

=====

{
  "formula": "C11H17N2O2",
  "method": "ωB97M-V with the def2-TZVPD basis set",
  "de_lowest_ev": 4.086,
  "lumo_ev": [-3.17, -3.17],
  "charge": 1,
  "e_tot_ha": -688.9173,
  "spin_multiplicity": 1,
  "elements": ["C", "C", "C", "C", "C", "C", "C", "C", "C", "C", "C", "N", "N", "O", "O", "H", "H", "H", "H", "H", "H", "H", "H", "H", "H", "H", "H", "H", "H", "H", "H", "H"],
  "xyz": [[-2.721, 1.087, 0.518], [2.550, 1.365, 1.020], [3.150, 0.700, -0.144], [0.308, 1.906, -1.520], [0.061, -2.904, -0.514], [1.439, -1.064, 0.607], [-0.760, 1.881, -0.431], [-0.929, -2.073, 0.220], [1.701, 0.403, 0.157], [0.793, 0.606, -0.984], [0.296, -1.458, -0.275], [-3.826, 0.300, 0.561], [-1.822, 1.086, -0.424], [0.151, -0.526, -1.347], [-2.098, -1.675, -0.436], [-2.568, 1.875, 1.252], [2.938, 1.020, 1.994], [2.216, 2.378, 1.031], [3.305, 1.071, -1.101], [4.009, -0.002, -0.037], [-0.057, 1.818, -2.537], [0.997, 2.823, -1.505], [0.748, -3.442, 0.047], [-0.226, -3.316, -1.439], [2.379, -1.652, 0.378], [1.233, -0.952, 1.763], [-0.455, 2.429, 0.521], [-1.108, -2.341, 1.296], [-4.763, 0.589, 0.822], [-3.801, -0.575, 0.070], [-2.001, 0.564, -1.317], [-2.410, -2.469, -0.773]]
}

=====

{
  "formula": "C24H29AsMoN2OS",
  "method": "ωB97M-V with the def2-TZVPD basis set",
  "lumo_ev": [-15.29, -14.75],
  "charge": 4,
  "e_tot_ha": -3817.2246,
  "spin_multiplicity": 3,
  "elements": ["Mo", "C", "C", "N", "C", "C", "S", "C", "C", "N", "H", "H", "H", "H", "H", "H", "H", "H", "H", "H", "H", "H", "H", "H", "O", "As", "C", "C", "C", "C", "C", "C", "C", "C", "C", "C", "C", "C", "C", "C", "C", "C", "C", "C", "H", "H", "H", "H", "H", "H", "H", "H", "H", "H", "H", "H", "H", "H", "H"],
  "xyz": [[-4.702, -6.905, 11.870], [-4.965, -7.600, 8.818], [-5.782, -6.373, 9.010], [-5.246, -5.594, 10.165], [-4.191, -4.570, 9.899], [-2.832, -5.161, 9.734], [-2.373, -6.472, 11.035], [-2.138, -7.961, 9.984], [-3.301, -8.914, 10.085], [-4.637, -8.264, 10.122], [-4.046, -7.356, 8.333], [-5.490, -8.329, 8.204], [-6.851, -6.547, 9.158], [-5.775, -5.757, 8.143], [-6.063, -5.080, 10.501], [-4.187, -3.827, 10.702], [-4.442, -4.005, 8.989], [-2.116, -4.334, 9.794], [-2.730, -5.644, 8.780], [-1.187, -8.404, 10.414], [-1.944, -7.624, 8.941], [-3.208, -9.534, 10.962], [-3.282, -9.575, 9.161], [-5.265, -9.019, 10.314], [-5.532, -5.585, 12.842], [-6.670, -6.247, 14.237], [-5.940, -7.975, 13.883], [-6.753, -9.008, 13.437], [-6.209, -10.247, 13.076], [-4.852, -10.434, 13.073], [-3.991, -9.350, 13.401], [-4.531, -8.167, 13.899], [-6.394, -5.469, 15.928], [-5.491, -6.155, 16.791], [-5.216, -5.743, 18.109], [-5.895, -4.593, 18.549], [-6.816, -3.919, 17.720], [-7.100, -4.346, 16.412], [-8.408, -6.134, 13.508], [-8.598, -6.387, 12.167], [-9.867, -6.373, 11.620], [-10.949, -6.013, 12.483], [-10.752, -5.791, 13.836], [-9.462, -5.812, 14.365], [-7.823, -8.813, 13.386], [-6.938, -11.031, 12.910], [-4.438, -11.462, 12.878], [-2.909, -9.552, 13.492], [-3.815, -7.584, 14.502], [-5.114, -7.115, 16.455], [-4.590, -6.284, 18.769], [-5.670, -4.185, 19.516], [-7.435, -3.060, 18.078], [-7.827, -3.738, 15.912], [-7.731, -6.593, 11.585], [-10.064, -6.597, 10.570], [-11.941, -5.975, 12.071], [-11.632, -5.502, 14.412], [-9.252, -5.576, 15.372]]
}